C51H44FeN3O4P2SSbSe4 as an isolated structure. Source: OMol25; level of theory: ωB97M-V/def2-TZVPD.

Atoms and positions in Å:
1 Sb 4.213 0.516 -2.061
2 Se 4.224 -1.842 -2.745
3 Se 2.227 1.247 -0.908
4 Se 6.297 0.643 -0.762
5 Se 4.796 1.692 -4.135
6 Fe 0.627 1.647 0.116
7 S 0.221 3.337 1.387
8 P -0.537 2.606 -1.526
9 P 1.745 1.094 1.969
10 O -0.887 -2.775 -0.769
11 O -1.190 -5.549 2.816
12 O -2.048 -1.178 3.346
13 O -0.042 4.786 1.211
14 N -1.622 -3.345 3.080
15 N -1.250 -1.793 1.282
16 N -0.504 -0.611 -1.707
17 C 5.319 2.724 3.229
18 C -3.688 1.086 0.519
19 C 1.320 1.695 -4.738
20 C -1.717 -4.195 0.864
21 C 3.759 -0.748 1.567
22 C -1.127 -5.306 -0.013
23 C -3.275 -4.175 0.774
24 C -1.308 -2.610 -2.990
25 C -0.583 -3.701 -3.455
26 C -3.241 4.877 -3.656
27 C -1.674 3.976 -2.043
28 C 0.394 -5.421 0.091
29 C -2.753 1.235 -0.475
30 C -2.032 4.998 -1.164
31 C 4.599 4.117 1.422
32 C 3.443 3.357 1.308
33 C 2.070 -1.472 3.120
34 C -2.307 2.325 2.072
35 C 0.228 3.649 5.437
36 C 1.059 1.847 3.487
37 C -0.413 1.604 -3.016
38 C -3.841 -3.938 -0.622
39 C -2.555 -2.332 -3.548
40 C 0.405 3.036 3.148
41 C 1.548 0.300 -4.610
42 C 0.005 3.953 4.098
43 C 1.288 1.559 4.825
44 C 3.233 2.238 2.109
45 C -2.304 3.918 -3.292
46 C 2.683 -2.716 3.186
47 C -1.298 2.409 1.098
48 C -2.983 5.942 -1.529
49 C -1.440 -4.466 2.334
50 C -3.586 5.892 -2.777
51 C 4.337 -2.006 1.590
52 C 0.798 -0.467 -3.806
53 C 3.791 -2.996 2.397
54 C 2.596 -0.476 2.296
55 C -0.839 -1.835 -1.786
56 C 0.431 2.309 -3.882
57 C 5.540 3.800 2.386
58 C 0.852 2.461 5.789
59 C -0.401 0.062 -3.047
60 C -1.202 -2.806 0.515
61 C -2.323 -4.199 -5.043
62 C -1.668 -2.025 2.581
63 C -1.090 -4.488 -4.479
64 C -1.550 1.913 -0.201
65 C 4.184 1.944 3.087
66 C -3.480 1.670 1.781
67 C -3.056 -3.117 -4.574
68 H -3.464 -3.008 -1.045
69 H -0.509 -5.326 -4.842
70 H 4.229 -3.987 2.427
71 H -2.171 2.819 3.024
72 H 2.739 3.656 0.546
73 H -4.927 -3.861 -0.563
74 H -1.579 -6.246 0.313
75 H -0.094 4.341 6.205
76 H 1.056 -1.505 -3.649
77 H 4.757 4.939 0.736
78 H -4.316 6.640 -3.062
79 H -2.927 0.869 -1.480
80 H -1.626 -3.414 4.086
81 H 2.423 -0.121 -5.091
82 H 5.201 -2.179 0.960
83 H -3.641 -5.127 1.166
84 H 2.001 2.280 -5.339
85 H 0.757 -6.189 -0.592
86 H -3.148 -1.505 -3.174
87 H 0.389 -3.923 -3.029
88 H 1.791 0.645 5.114
89 H -3.707 4.822 -4.633
90 H -4.021 -2.879 -5.004
91 H -0.466 4.877 3.786
92 H 1.195 -1.272 3.727
93 H -3.250 6.723 -0.826
94 H 0.435 3.392 -3.791
95 H -1.560 5.083 -0.196
96 H -3.592 -4.748 -1.307
97 H 4.230 0.031 0.976
98 H -4.618 0.569 0.309
99 H 1.013 2.237 6.838
100 H -2.718 -4.810 -5.845
101 H 0.688 -5.696 1.102
102 H -2.064 3.127 -3.987
103 H 0.885 -4.483 -0.169
104 H 6.448 4.385 2.471
105 H -1.407 -5.128 -1.050
106 H 2.268 -3.471 3.845
107 H 4.039 1.084 3.730
108 H -4.266 1.635 2.526
109 H 6.046 2.470 3.992
110 H -1.293 -0.232 -3.601
111 H -3.645 -3.389 1.436

Total charge   -2
Orbital gap (spin up / spin down)   4.19 / 4.18 eV
Spin multiplicity   5

A 2-piece molecular cluster, CH3Cl2PS2 overall. Source: OMol25; level of theory: ωB97M-V/def2-TZVPD.

Atoms and positions in Å:
1 Cl -0.372 -2.836 -1.114
2 Cl 1.215 -2.579 1.764
3 S 2.469 -2.483 3.306
4 S 0.340 0.262 -0.745
5 P -1.191 -1.103 -0.494
6 C -0.454 1.934 -0.628
7 H -1.466 1.825 -1.041
8 H -0.004 2.552 -1.436
9 H -0.537 2.426 0.387

ΔE to the lowest compared entry with this formula, charge and spin   328.9 kJ/mol
Orbital gap (spin up / spin down)   8.54 / 5.17 eV

A 3-piece molecular cluster, C33H32F14N2O15S3 overall. Source: OMol25; level of theory: ωB97M-V/def2-TZVPD.

Atoms and positions in Å:
1 S 0.671 -0.739 -1.263
2 S -0.397 -4.146 -1.335
3 S 2.113 -1.609 2.970
4 F 0.969 -5.142 4.570
5 F 0.172 -6.294 -3.917
6 F 2.889 -4.614 3.474
7 F 0.078 -2.502 4.555
8 F -2.920 -4.933 -1.591
9 F 3.384 1.058 -1.963
10 F -3.579 -4.212 1.611
11 F 2.019 -2.016 5.559
12 F 2.741 -4.342 5.712
13 F -2.367 -7.785 -1.827
14 F -2.125 -5.791 -4.213
15 F -0.149 -7.435 -1.445
16 F -1.384 -7.948 -4.218
17 F -1.872 -5.991 0.142
18 O 2.087 -0.190 3.552
19 O -5.108 4.026 -0.305
20 O -2.789 -2.669 3.078
21 O 0.484 0.497 -2.132
22 O 4.897 1.900 -8.188
23 O 0.620 -4.968 1.621
24 O 1.355 2.914 -4.376
25 O -6.747 4.421 -1.976
26 O -0.438 2.839 3.243
27 O 2.995 5.674 6.124
28 O 1.535 -1.651 -2.081
29 O 3.623 -1.856 2.871
30 O 1.008 -4.659 -1.322
31 O -0.802 -1.512 -1.095
32 O -0.617 -3.658 -2.768
33 N -1.281 -4.411 2.762
34 N 2.324 -2.700 0.569
35 C -1.672 -5.541 -1.193
36 C 0.589 4.922 3.624
37 C -4.142 4.392 -1.335
38 C 2.019 -4.164 4.481
39 C 0.351 3.490 3.905
40 C -6.433 3.997 -0.819
41 C -0.926 1.324 0.517
42 C -0.580 2.747 -0.219
43 C 3.660 0.208 -0.805
44 C 3.733 1.115 -6.300
45 C 1.502 -2.655 4.367
46 C 4.083 2.132 -7.313
47 C 1.268 -0.362 0.447
48 C -0.777 -2.673 -0.252
49 C -1.180 -6.650 -3.634
50 C 0.269 0.643 1.278
51 C 2.167 2.683 -5.251
52 C -7.663 3.411 0.055
53 C 2.517 3.701 -6.264
54 C 2.207 5.024 5.464
55 C 1.107 2.878 5.018
56 C 1.969 3.592 5.743
57 C -2.616 4.450 -0.765
58 C -1.828 3.080 -1.182
59 C -1.295 -6.844 -2.052
60 C -0.170 -3.995 1.839
61 C 1.351 -1.788 1.277
62 C 1.451 5.636 4.349
63 C -2.548 -3.750 2.470
64 C 2.661 0.442 0.417
65 C 3.407 3.444 -7.224
66 C -0.057 -2.547 1.174
67 C 2.843 1.371 -5.341
68 H -1.403 3.144 -2.258
69 H -0.596 3.527 0.640
70 H -1.523 0.727 -0.242
71 H -4.256 3.663 -2.214
72 H -1.700 1.635 1.326
73 H -2.715 4.527 0.371
74 H 0.028 5.353 2.805
75 H -1.903 -2.827 0.017
76 H -8.166 2.513 -0.476
77 H 3.198 -2.208 0.346
78 H -2.638 2.273 -1.218
79 H 3.675 4.177 -7.974
80 H -2.029 5.305 -1.240
81 H 0.419 2.705 -0.769
82 H -1.448 -5.430 2.595
83 H -7.338 3.027 1.083
84 H -0.173 0.092 2.202
85 H 2.014 4.656 -6.184
86 H 4.236 0.159 -6.381
87 H 3.795 -0.857 -1.174
88 H 2.575 0.637 -4.590
89 H 4.708 0.554 -0.447
90 H 2.400 1.570 0.331
91 H 0.921 1.828 5.209
92 H -8.466 4.205 0.227
93 H -0.783 -1.891 1.805
94 H -4.412 5.448 -1.716
95 H 1.636 6.685 4.158
96 H 3.293 0.365 1.369
97 H 2.602 -3.488 1.171
98 H 0.865 1.496 1.789
99 H 2.530 3.161 6.563

ΔE to the lowest compared entry with this formula, charge and spin   1078.0 kJ/mol
Orbital gap   8.13 eV

C23H22Cl2CrN3O5S3 as an isolated structure. Source: OMol25; level of theory: ωB97M-V/def2-TZVPD.

Atoms and positions in Å:
1 Cr -0.281 1.622 -0.061
2 Cl -3.211 2.671 0.634
3 Cl -0.914 2.126 2.364
4 S -0.909 -2.389 -2.382
5 S -0.947 -1.345 3.094
6 S -3.427 -3.347 -0.225
7 O 1.462 2.520 1.118
8 O -0.607 3.551 -0.525
9 O -0.911 -0.214 0.507
10 O 0.408 1.191 -4.211
11 O -1.592 4.846 -2.168
12 N 2.777 2.475 1.088
13 N 1.692 0.254 -0.965
14 N -0.435 1.509 -2.108
15 C -2.732 -1.744 -0.089
16 C -0.367 -2.287 -0.736
17 C 4.813 1.317 1.547
18 C -0.961 -2.757 4.036
19 C 1.729 0.336 -2.428
20 C 0.516 -3.275 -2.798
21 C 4.823 3.656 0.872
22 C 1.360 -3.471 -1.729
23 C -4.971 -2.629 -0.545
24 C 0.497 1.052 -2.978
25 C 3.459 3.638 0.765
26 C -3.660 -0.747 -0.284
27 C -2.680 2.199 2.285
28 C -4.971 -1.265 -0.535
29 C -1.116 -3.647 1.911
30 C 3.441 1.319 1.471
31 C -1.068 -2.281 1.655
32 C 0.851 -2.898 -0.531
33 C -1.062 -3.917 3.299
34 C -1.207 3.763 -1.737
35 C -1.409 2.456 -2.585
36 C 5.545 2.502 1.270
37 C -1.224 -1.569 0.296
38 H 1.294 -2.993 0.465
39 H -1.152 2.561 -3.644
40 H -0.929 -2.662 5.112
41 H -3.026 2.965 2.980
42 H 2.772 0.513 1.742
43 H 5.342 0.392 1.767
44 H 2.293 -4.006 -1.815
45 H 6.625 2.502 1.341
46 H 1.804 -0.644 -2.934
47 H -5.843 -0.663 -0.723
48 H -1.120 -4.900 3.749
49 H 2.778 4.427 0.459
50 H -1.172 -4.373 1.127
51 H -2.449 2.100 -2.496
52 H 5.372 4.555 0.624
53 H 0.613 -3.643 -3.798
54 H 2.583 0.927 -2.784
55 H 2.627 0.100 -0.599
56 H -3.092 1.198 2.499
57 H -3.400 0.293 -0.237
58 H 1.149 -0.573 -0.700
59 H -5.782 -3.299 -0.728

Total charge   -2
ΔE to the lowest compared entry with this formula, charge and spin   88.2 kJ/mol
Orbital gap (spin up / spin down)   2.76 / 5.55 eV
Spin multiplicity   6

C32H98CrNO18 as an isolated structure. Source: OMol25; level of theory: ωB97M-V/def2-TZVPD.

Atoms and positions in Å:
1 Cr -0.170 -0.588 -0.422
2 O -0.822 -1.411 6.220
3 O -1.714 -0.135 3.731
4 O -0.981 -2.505 -0.675
5 O 3.328 -3.147 -2.312
6 O 0.704 -4.275 -1.709
7 O -4.381 -2.718 3.026
8 O -0.905 -1.085 1.385
9 O -7.284 0.755 -1.512
10 O 2.926 3.409 6.960
11 O -0.267 3.715 5.374
12 O 0.289 -0.551 -2.271
13 O 3.025 -0.313 -2.452
14 O -5.207 0.006 -7.414
15 O 0.361 1.105 0.475
16 O -5.042 1.614 -4.746
17 O 6.482 0.056 -0.221
18 O 4.966 0.445 5.002
19 O -8.170 0.630 1.135
20 N 1.682 1.588 0.299
21 C -0.569 -2.245 2.153
22 C -5.621 -0.818 -2.209
23 C 2.008 1.062 2.733
24 C -2.333 -2.872 -0.768
25 C 2.827 -0.457 0.967
26 C -0.375 -0.512 -3.537
27 C -6.933 -0.645 -1.410
28 C 3.697 3.429 5.789
29 C -0.547 0.943 -4.010
30 C -0.110 5.061 4.912
31 C 1.640 3.002 0.138
32 C 1.104 3.242 -1.276
33 C 3.909 3.242 1.342
34 C -1.961 1.261 4.069
35 C 7.205 0.885 -1.172
36 C -4.416 2.805 -5.167
37 C 5.494 -0.629 5.715
38 C -0.797 -2.808 6.438
39 C -7.764 1.913 1.601
40 C 0.849 3.664 1.327
41 C 4.165 -3.603 -3.428
42 C 5.516 -2.850 -3.551
43 C 3.716 0.729 -3.095
44 C 3.065 3.593 0.164
45 C 0.566 -1.320 -4.493
46 C -5.334 -2.851 1.901
47 C 4.479 -5.083 -3.290
48 C 1.587 -4.887 -0.680
49 C 2.665 0.972 1.429
50 C -8.093 -1.447 -1.962
51 C 3.951 1.718 1.320
52 C -5.213 -0.625 -8.730
53 H -0.827 1.538 -3.122
54 H -1.304 0.971 -4.828
55 H -7.195 1.762 2.506
56 H 0.922 -5.491 -0.084
57 H 1.582 -1.037 -4.552
58 H 3.676 0.984 -4.179
59 H -0.367 -3.161 -1.076
60 H 1.916 1.018 -0.568
61 H 0.085 -1.329 -5.484
62 H 4.990 -5.325 -2.362
63 H -1.279 1.547 4.834
64 H 4.946 3.556 1.397
65 H 2.018 -4.070 -0.079
66 H 3.582 3.211 -0.692
67 H 1.978 -1.086 0.877
68 H -9.029 -1.183 -1.411
69 H 3.622 -5.677 -3.487
70 H 4.639 1.341 2.086
71 H -2.846 -2.815 0.199
72 H -5.308 -3.932 1.693
73 H -3.028 1.244 4.291
74 H -1.863 1.856 3.124
75 H -7.922 -2.483 -1.793
76 H 0.978 0.685 2.703
77 H 4.808 3.524 5.967
78 H 3.683 -3.330 -4.341
79 H -2.394 -3.780 -1.379
80 H 2.073 -0.307 -2.583
81 H -0.758 -0.917 7.081
82 H -7.179 2.539 0.994
83 H 5.900 -2.812 -4.580
84 H 5.720 -0.429 6.739
85 H -6.453 1.204 -1.744
86 H 4.424 1.456 0.437
87 H -0.348 -3.044 1.439
88 H -2.888 -2.059 -1.372
89 H -1.391 -3.162 7.278
90 H 1.231 3.394 2.296
91 H -6.075 0.006 -7.054
92 H 5.473 -1.783 -3.239
93 H 4.817 -1.493 5.741
94 H -4.962 0.002 -1.880
95 H 0.362 -2.128 2.670
96 H 0.235 -3.091 6.627
97 H -8.216 0.766 0.210
98 H 0.025 3.022 -1.422
99 H 1.950 1.999 3.223
100 H 3.334 -0.443 -0.011
101 H 3.103 4.664 0.066
102 H -5.558 -0.708 -3.289
103 H 5.600 1.202 5.081
104 H 1.337 4.233 -1.584
105 H 5.159 -5.457 -4.073
106 H -4.940 -2.297 1.019
107 H 6.435 -1.019 5.243
108 H 8.034 1.368 -0.631
109 H 3.402 4.272 5.206
110 H 7.633 0.299 -1.974
111 H -0.590 5.826 5.586
112 H 3.491 3.554 2.267
113 H -1.416 -0.512 4.581
114 H 6.688 -0.860 -0.401
115 H 3.520 -0.983 1.688
116 H -3.312 2.775 -5.164
117 H 2.408 -5.439 -1.253
118 H 6.501 1.550 -1.630
119 H 6.257 -3.324 -2.945
120 H 0.515 -2.396 -4.208
121 H -5.123 -1.770 -1.957
122 H 0.785 4.740 1.289
123 H -8.138 -1.224 -3.056
124 H -4.830 1.010 -5.502
125 H -6.277 -2.463 2.283
126 H -4.266 -1.024 -8.798
127 H 2.647 0.490 3.473
128 H -8.698 2.462 1.830
129 H 0.323 1.405 -4.377
130 H -1.322 -1.067 -3.519
131 H -1.150 -3.297 5.550
132 H -0.198 3.238 1.264
133 H 0.889 5.427 4.649
134 H 3.536 1.673 -2.648
135 H -4.677 3.102 -6.171
136 H -0.631 5.124 3.890
137 H -4.673 3.583 -4.452
138 H 3.034 4.073 7.637
139 H 4.726 0.429 -2.929
140 H -1.045 -0.428 2.119
141 H -5.550 0.126 -9.550
142 H -6.779 -0.890 -0.324
143 H 1.651 2.665 -2.035
144 H 3.464 2.522 5.201
145 H -5.904 -1.532 -8.719
146 H 0.565 3.403 5.571
147 H 1.279 -3.903 -2.340
148 H -1.340 -2.428 2.850
149 H -4.305 -1.780 3.371
150 H 3.204 -2.141 -2.376

Total charge   +1
ΔE to the lowest compared entry with this formula, charge and spin   69.4 kJ/mol
Orbital gap (spin up / spin down)   8.93 / 9.53 eV
Spin multiplicity   5

A 2-piece molecular cluster, C4H14N2O overall. Source: OMol25; level of theory: ωB97M-V/def2-TZVPD.

Atoms and positions in Å:
1 O 0.046 -2.272 -2.308
2 N 2.458 1.330 1.458
3 N 0.831 0.302 -0.199
4 C -2.569 -0.188 -0.449
5 C -0.265 -0.022 0.792
6 C 2.138 0.285 0.503
7 C -1.558 0.649 0.315
8 H -1.145 1.287 -0.459
9 H 0.188 0.382 1.727
10 H -2.022 -0.883 -1.093
11 H -0.618 -2.664 -1.735
12 H -3.095 -0.765 0.319
13 H 0.556 1.180 -0.616
14 H 2.903 0.241 -0.296
15 H 1.703 2.005 1.576
16 H -2.040 1.469 0.876
17 H -0.319 -1.121 0.881
18 H -3.249 0.440 -1.047
19 H 2.132 -0.669 1.046
20 H 3.197 1.954 1.154
21 H 0.728 -2.941 -2.444

ΔE to the lowest compared entry with this formula, charge and spin   210.5 kJ/mol
Orbital gap   9.41 eV

One molecule with the formula C7H13N3. Source: OMol25; level of theory: ωB97M-V/def2-TZVPD.

Atoms and positions in Å:
1 N 2.587 0.296 -0.322
2 N 2.904 1.478 -0.136
3 N 2.376 -0.872 -0.339
4 C -2.013 0.748 1.013
5 C -1.890 -0.337 -1.159
6 C 1.276 -0.948 0.821
7 C -0.766 1.103 0.179
8 C -0.121 -1.283 0.384
9 C -0.505 -0.101 -0.649
10 C -2.888 -0.041 -0.035
11 H -2.697 1.634 1.070
12 H 0.180 1.590 0.775
13 H 1.700 -1.857 1.524
14 H -1.962 0.433 -1.942
15 H -3.649 0.777 -0.417
16 H 0.370 0.019 -1.372
17 H 1.310 -0.063 1.466
18 H -0.333 -2.362 -0.108
19 H -0.893 2.083 -0.519
20 H -1.684 0.257 1.987
21 H -1.927 -1.379 -1.649
22 H -0.755 -1.167 1.327
23 H -3.287 -1.126 0.113

ΔE to the lowest compared entry with this formula, charge and spin   483.9 kJ/mol
Orbital gap   10.29 eV

> Number 1 is which compound?

C51H44FeN3O4P2SSbSe4